No. 1
A 10-piece molecular cluster, C33H61NO27 overall at a distorted geometry, computed with wB97M-V/def2-TZVPD.

HOMO ... -0.368 hartree
Multiplicity ... 1
Kohn-Sham gap ... 10.225 eV
M ... 903.831 u
Relative energy (zero: lowest compared OMol25 entry of this formula, charge and spin) ... 143.6 kJ/mol
Max |F| ... 10.01 eV/A

Atoms and positions in Å:
C (-2.1105, -2.7122, -3.8042)
C (-2.3655, -1.2622, -3.5972)
C (-1.1835, -0.4862, -2.9572)
O (-0.7175, 0.3008, -4.0432)
C (-1.5665, 0.2088, -5.1072)
O (-1.3865, 0.8368, -6.1302)
O (-2.6085, -0.5802, -4.8272)
H (-1.9705, -3.2722, -2.8922)
H (-1.2205, -2.8882, -4.3762)
H (-2.8595, -3.1622, -4.3142)
H (-3.1435, -1.1052, -2.8582)
H (-0.3285, -1.0992, -2.6562)
H (-1.3855, 0.1098, -2.1022)
C (2.3145, -1.3552, 1.8938)
C (1.1125, -0.9902, 2.7548)
C (0.6065, -2.1292, 3.6638)
O (1.0245, -1.7232, 4.9588)
C (1.5205, -0.4592, 4.8908)
O (1.8245, 0.1858, 5.8818)
O (1.5105, 0.0258, 3.6868)
H (2.0585, -2.1162, 1.2118)
H (3.1765, -1.5402, 2.4428)
H (2.5475, -0.4242, 1.4088)
H (0.3875, -0.6012, 2.1058)
H (0.9985, -3.0252, 3.3418)
H (-0.4895, -2.2412, 3.7778)
C (-3.7765, -4.2672, 3.4938)
O (-2.8495, -3.3342, 3.0338)
C (-2.3185, -3.5062, 1.8148)
O (-2.7955, -4.5742, 1.0088)
O (-1.4295, -2.6342, 1.3988)
C (-0.7245, -2.9072, 0.2158)
H (-3.9375, -4.0262, 4.5928)
H (-3.3185, -5.2142, 3.7078)
H (-4.7155, -4.4242, 2.9148)
H (-0.4785, -3.9892, 0.1028)
H (0.2815, -2.4522, 0.1638)
H (-1.3775, -2.7122, -0.6492)
C (-0.2215, 2.8228, -2.2352)
O (-1.0355, 3.3168, -3.2182)
C (-2.3605, 2.9248, -3.2642)
O (-3.0125, 2.3278, -2.1152)
O (-2.9645, 2.9238, -4.4202)
C (-4.2905, 2.3378, -4.5162)
H (-0.7845, 2.8498, -1.3042)
H (0.5465, 3.5698, -2.0862)
H (0.1735, 1.8158, -2.4782)
H (-4.1855, 1.2868, -4.2762)
H (-4.6915, 2.2848, -5.4872)
H (-5.0065, 2.7878, -3.8612)
C (4.5035, 0.8268, 4.0378)
O (5.2105, 0.4488, 2.9198)
C (5.7025, 1.3908, 2.1198)
O (5.4375, 2.7368, 2.3638)
O (6.3985, 0.9228, 1.1978)
C (6.7835, 1.8808, 0.2298)
H (3.7195, 1.5338, 3.8848)
H (5.1905, 1.1838, 4.7628)
H (4.0705, -0.0632, 4.4828)
H (7.5095, 1.4288, -0.4602)
H (7.1545, 2.8508, 0.5648)
H (5.9425, 2.0328, -0.3862)
C (2.4075, 0.7108, -3.6332)
O (2.6185, -0.4672, -2.8362)
C (3.7095, -0.5222, -2.1792)
O (4.7085, 0.5188, -2.3002)
O (3.9025, -1.5882, -1.4092)
C (4.9725, -1.6832, -0.6032)
H (3.2555, 0.9228, -4.2142)
H (2.1935, 1.4858, -2.9062)
H (1.6065, 0.5898, -4.3362)
H (5.5525, -2.4932, -1.0012)
H (4.5485, -1.9682, 0.3618)
H (5.6495, -0.8162, -0.5182)
C (-5.1385, -3.0092, -1.4212)
O (-4.8265, -1.7882, -0.7342)
C (-4.9755, -1.6812, 0.5738)
O (-5.4475, -2.6992, 1.4088)
O (-4.6575, -0.5112, 1.0628)
C (-4.7885, -0.3872, 2.4928)
H (-5.0215, -2.9982, -2.5192)
H (-6.1605, -3.2212, -1.2252)
H (-4.5735, -3.7722, -0.9912)
H (-5.8195, -0.6602, 2.7158)
H (-4.5705, 0.6578, 2.8158)
H (-4.0765, -0.9562, 3.0888)
C (0.5485, 3.6958, -5.8762)
O (1.2135, 4.0388, -4.6422)
C (2.5075, 3.8408, -4.6342)
O (3.2575, 3.5408, -5.7962)
O (3.1075, 3.9298, -3.4352)
C (4.5325, 3.5998, -3.4032)
H (0.8055, 4.3998, -6.6502)
H (-0.5085, 3.7408, -5.7622)
H (0.7785, 2.6538, -6.2052)
H (4.9705, 3.7128, -2.3732)
H (4.9775, 4.2568, -4.1062)
H (4.6205, 2.5108, -3.6752)
C (-1.6955, 0.7008, 0.9268)
O (-0.6415, 1.6168, 1.1988)
C (0.5745, 1.3978, 0.6208)
O (0.8185, 0.2828, -0.2702)
O (1.4055, 2.3618, 0.9238)
C (2.6225, 2.3628, 0.1998)
H (-2.3805, 1.1108, 0.1398)
H (-2.2105, 0.5798, 1.8788)
H (-1.3715, -0.3212, 0.6268)
H (2.9155, 1.3618, 0.1198)
H (3.3225, 2.8088, 0.8248)
H (2.5515, 2.9148, -0.7522)
C (-1.8035, 0.4428, 4.9358)
C (-1.8595, -0.5142, 6.1378)
C (-2.8185, -1.7312, 6.0038)
C (-4.2045, -1.3252, 5.8438)
N (-5.3105, -0.9732, 5.6768)
H (-0.9055, 1.0958, 5.0438)
H (-2.6625, 1.1588, 4.8878)
H (-1.8655, -0.1442, 4.0068)
H (-2.1425, -0.0632, 7.0898)
H (-0.8315, -0.9072, 6.1648)
H (-2.8565, -2.3322, 6.9168)
H (-2.6205, -2.3462, 5.1188)

Force components x, y, z for each atom (eV/Å):
2.061 0.577 0.910
0.630 0.508 2.114
1.023 -1.249 -0.996
-0.377 0.355 -0.858
0.996 1.831 -1.052
-0.510 -1.309 1.528
-0.037 -0.192 0.056
-0.075 0.125 0.592
0.692 0.125 -0.433
-2.610 -1.334 -1.612
-0.939 0.023 -0.564
-0.220 -0.384 -0.111
-0.752 0.826 0.492
-1.318 1.868 0.527
1.081 -1.271 0.470
-1.982 2.295 0.493
1.130 0.120 0.044
-0.234 0.882 3.751
-0.228 -1.279 -1.610
-0.191 0.236 -1.550
-0.037 -0.829 -0.926
1.450 -0.997 1.333
0.118 0.130 -0.886
-1.269 0.559 -0.577
1.130 -2.162 -0.225
0.450 0.218 -0.661
-1.545 -1.408 2.516
2.179 1.643 -2.060
-4.396 -7.140 -4.310
3.335 6.385 4.568
-0.289 0.275 2.074
0.729 -2.096 -2.015
-0.511 0.633 -1.498
0.594 -0.794 -0.954
0.984 0.722 0.286
-0.560 0.498 0.494
-1.069 0.724 0.339
0.453 0.418 0.270
0.507 -0.500 2.236
-4.598 0.316 -3.288
-1.951 -4.500 7.018
3.981 3.602 -6.519
0.752 1.090 -0.231
0.529 -1.262 1.433
-0.011 -0.605 0.224
0.536 -0.100 -0.348
-0.290 0.779 0.238
0.026 -0.107 0.575
0.358 0.944 -1.628
-0.034 0.447 0.547
-0.715 -0.272 1.795
1.094 -0.458 -2.538
-3.770 7.824 4.973
1.458 -7.380 -1.666
1.797 -0.889 -1.519
1.280 0.331 -1.835
-0.344 0.567 -0.447
0.562 0.726 0.754
0.006 -0.235 -0.266
-0.007 -0.182 0.672
-0.115 -0.485 0.688
-1.198 0.444 -0.702
-0.369 0.407 0.711
-0.758 -1.311 -0.235
6.917 5.618 0.082
-5.495 -5.843 1.050
-3.889 1.913 -3.381
2.611 -0.331 2.169
1.357 0.350 -0.422
0.063 0.364 -0.302
-0.667 -0.628 0.229
0.602 -0.583 0.140
0.551 0.068 0.196
-0.825 -0.111 -0.212
-0.896 0.274 0.019
0.595 1.344 0.000
-2.907 -6.275 4.499
2.644 5.538 -5.135
0.810 0.055 -0.583
-0.487 0.971 0.842
0.407 0.915 0.683
-0.985 -0.296 0.158
1.079 -1.373 0.608
0.305 0.012 0.459
-0.430 -0.506 -0.943
-0.117 -0.663 -0.586
0.470 -1.001 -0.968
0.576 -0.279 0.491
5.337 -1.744 -5.965
-4.483 1.624 6.767
-1.245 0.035 -0.400
-0.372 -1.636 0.409
0.469 0.137 -0.203
-0.689 0.171 0.835
0.149 0.928 0.400
-1.061 0.229 -0.913
0.816 0.288 -0.584
0.188 1.293 0.132
-1.034 -0.972 -0.613
2.843 -0.388 -0.994
-1.117 -4.803 -4.127
-1.227 6.552 5.200
-1.636 -0.808 -0.148
-0.120 0.427 -0.784
0.654 -0.192 0.711
-0.197 0.219 -0.143
0.203 1.006 0.060
0.548 -1.438 -0.909
1.208 1.192 1.102
-0.191 -0.469 0.321
-1.018 0.951 0.523
0.240 -0.792 -0.378
-0.187 0.363 -0.207
-3.086 1.371 -0.680
2.597 -0.847 0.434
-0.478 -0.713 -0.499
0.449 -0.642 0.151
0.550 0.266 0.101
0.444 0.430 -0.165
-0.471 -0.097 0.709
0.630 -0.163 -0.154
0.386 -0.039 0.323

No. 2
A 6-piece molecular cluster, C33H62ClN2O19 overall at a distorted geometry, computed with wB97M-V/def2-TZVPD.

Total charge ... -1
HOMO ... -0.182 hartree
Multiplicity ... 1
Kohn-Sham gap ... 6.806 eV
M ... 826.307 u
Max |F| ... 2.06 eV/A

Atoms and positions in Å:
C (-1.9667, 3.0365, -1.2353)
C (-1.8411, 3.0759, -0.0337)
N (-1.6642, 3.2868, 1.2932)
C (-0.4777, 2.6016, 1.8350)
C (-0.2562, 1.1464, 1.3388)
O (-0.0019, 0.3366, 2.5049)
C (1.0316, 0.9813, 0.4603)
N (2.2316, 0.6827, 1.2239)
C (-2.8714, 3.0866, 2.1039)
Cl (-4.2036, 4.0379, 1.2685)
C (-3.3876, 1.6413, 2.1799)
C (-4.7611, 1.4682, 2.8332)
C (-5.1365, -0.0529, 2.7588)
C (-6.3093, -0.3293, 1.7955)
C (-6.1825, 0.3397, 0.4317)
O (-5.5439, -0.5390, -0.5086)
C (-4.9699, 0.2763, -1.5195)
C (-2.7380, 3.6737, 3.5571)
O (-3.2218, 4.7879, 3.7824)
O (-2.1756, 2.9707, 4.4012)
H (-2.1205, 2.9239, -2.2772)
H (-0.4203, 2.6017, 2.9244)
H (0.3948, 3.1839, 1.4979)
H (-1.1240, 0.6935, 0.8503)
H (-0.6592, 0.5423, 3.1794)
H (1.1560, 1.8224, -0.2267)
H (0.8296, 0.0942, -0.1540)
H (2.2330, -0.2904, 1.4837)
H (2.3130, 1.2671, 2.0431)
H (-3.3172, 1.1564, 1.1943)
H (-2.6793, 1.0941, 2.8169)
H (-5.5583, 2.0140, 2.3299)
H (-4.6561, 1.7884, 3.8726)
H (-5.4887, -0.3088, 3.7651)
H (-4.2381, -0.6244, 2.5131)
H (-7.2495, -0.0913, 2.3009)
H (-6.3319, -1.4146, 1.6231)
H (-5.6542, 1.2988, 0.4403)
H (-7.1996, 0.5321, 0.0460)
H (-5.6290, 1.1116, -1.7890)
H (-4.0093, 0.6755, -1.1622)
H (-4.7578, -0.3069, -2.4214)
C (-0.0103, 8.1156, 2.7178)
C (0.1796, 6.8022, 1.9909)
O (0.8589, 6.9988, 0.7349)
C (2.1708, 7.1758, 0.8105)
O (2.8390, 7.1743, 1.8124)
O (2.6343, 7.3741, -0.4311)
C (4.0292, 7.6627, -0.4906)
H (-0.5106, 8.8402, 2.0724)
H (-0.6067, 7.9689, 3.6179)
H (0.9484, 8.5493, 3.0059)
H (-0.7918, 6.3718, 1.7527)
H (0.7114, 6.0758, 2.6048)
H (4.6123, 6.9066, 0.0319)
H (4.2251, 8.6500, -0.0719)
H (4.3178, 7.6636, -1.5392)
C (-6.7883, -4.8409, -1.4917)
C (-7.5761, -3.5890, -1.8145)
O (-8.9856, -3.7961, -1.6209)
C (-9.3996, -3.7619, -0.3563)
O (-8.7161, -3.5657, 0.6124)
O (-10.7162, -4.0011, -0.3458)
C (-11.2789, -4.0768, 0.9633)
H (-7.1734, -5.6920, -2.0572)
H (-5.7343, -4.7019, -1.7323)
H (-6.8683, -5.0938, -0.4346)
H (-7.4470, -3.3364, -2.8659)
H (-7.2303, -2.7351, -1.2300)
H (-11.0312, -3.1946, 1.5506)
H (-10.9322, -4.9782, 1.4682)
H (-12.3585, -4.1307, 0.8467)
C (4.9011, 6.8640, -6.1713)
C (5.7378, 5.6657, -5.7756)
O (7.1421, 5.9484, -5.8781)
C (7.6531, 6.6659, -4.8794)
O (7.0539, 7.0750, -3.9207)
O (8.9476, 6.8716, -5.1369)
C (9.6031, 7.7072, -4.1826)
H (5.1883, 7.2199, -7.1622)
H (3.8423, 6.6053, -6.1802)
H (5.0459, 7.6913, -5.4769)
H (5.5466, 4.8408, -6.4601)
H (5.4928, 5.3188, -4.7718)
H (9.4549, 7.3397, -3.1692)
H (9.2419, 8.7313, -4.2717)
H (10.6652, 7.6864, -4.4131)
C (3.6637, -5.8751, 3.6289)
C (3.4325, -5.5401, 2.1703)
O (3.6755, -4.1509, 1.9136)
C (4.9568, -3.8017, 1.8166)
O (5.9041, -4.5411, 1.9095)
O (5.0105, -2.4859, 1.6169)
C (6.3336, -1.9523, 1.5811)
H (3.0762, -5.2157, 4.2693)
H (3.3859, -6.9096, 3.8331)
H (4.7103, -5.7402, 3.9019)
H (2.3897, -5.7219, 1.9161)
H (4.0401, -6.1627, 1.5128)
H (6.9541, -2.4844, 0.8623)
H (6.7803, -1.9935, 2.5742)
H (6.2509, -0.9130, 1.2745)
C (1.1286, -9.7031, -2.4353)
C (1.9973, -10.8907, -2.0774)
O (3.3915, -10.5761, -2.1971)
C (3.9050, -9.8668, -1.1919)
O (3.3119, -9.4920, -0.2144)
O (5.1881, -9.6276, -1.4696)
C (5.8416, -8.7933, -0.5113)
H (1.3914, -9.3216, -3.4232)
H (0.0752, -9.9841, -2.4324)
H (1.2674, -8.8867, -1.7271)
H (1.8121, -11.7060, -2.7754)
H (1.7765, -11.2626, -1.0766)
H (5.7191, -9.1810, 0.4982)
H (5.4538, -7.7774, -0.5780)
H (6.9010, -8.7820, -0.7527)

Force components x, y, z for each atom (eV/Å):
0.118 -0.263 0.708
0.173 0.534 -0.619
-0.156 -0.816 0.444
1.097 -0.036 -0.975
0.603 -0.058 1.099
0.013 -0.301 -0.045
-0.947 -0.974 0.207
0.423 0.497 -0.842
-1.612 0.135 0.001
0.329 -0.076 -0.101
0.496 0.148 -0.151
0.411 -1.184 -0.264
-0.499 1.131 0.578
0.936 -0.559 0.059
-0.882 -0.445 -0.117
0.052 0.540 -0.063
0.519 -0.167 -0.100
-0.307 1.501 0.618
-0.196 0.461 -0.658
0.981 -1.813 0.098
0.022 0.019 -0.084
-0.688 0.283 -0.123
-0.195 0.008 0.038
0.017 0.563 -0.307
-0.076 0.098 -0.077
-0.014 0.073 0.241
0.215 0.211 -0.134
-0.056 0.097 0.384
-0.058 -0.174 0.131
-0.323 0.243 0.012
-0.094 0.141 -0.025
0.266 0.366 0.226
-0.245 0.109 -0.121
0.279 -0.460 -0.164
-0.221 -0.163 0.032
0.064 0.289 -0.239
-0.232 0.160 -0.103
0.004 -0.139 0.272
0.186 0.130 0.002
0.061 -0.113 -0.014
-0.194 0.186 -0.088
-0.198 -0.159 0.205
0.258 0.241 -0.034
-0.465 -0.015 0.457
0.105 -0.125 -0.099
-0.331 0.049 0.042
0.148 -0.013 -0.027
0.095 -0.030 -0.051
0.220 0.045 -0.147
-0.131 -0.090 0.018
-0.050 -0.068 -0.057
0.014 -0.090 0.049
0.099 -0.042 -0.251
0.170 0.070 -0.098
-0.051 0.062 0.111
0.047 -0.074 0.120
-0.197 -0.032 -0.036
-0.147 -0.207 0.182
0.570 0.055 -0.012
-0.134 0.095 -0.074
0.108 -0.092 -0.159
-0.038 0.021 0.085
-0.058 0.043 0.003
-0.204 -0.011 0.177
0.058 0.060 -0.112
-0.021 0.041 -0.023
0.052 0.113 0.016
-0.292 -0.007 -0.019
-0.101 -0.056 0.110
0.123 -0.059 0.003
0.087 0.088 0.065
0.042 -0.012 -0.199
0.140 0.265 0.032
-0.522 -0.051 -0.041
0.112 -0.129 0.021
-0.090 0.037 -0.207
0.030 0.012 0.114
0.040 -0.044 0.034
0.224 0.126 0.122
-0.060 -0.117 -0.049
0.021 -0.042 -0.008
-0.038 -0.078 0.075
0.259 0.001 -0.046
0.130 0.127 0.054
-0.125 0.044 -0.022
-0.078 -0.036 0.106
-0.059 -0.109 -0.165
0.208 0.147 0.153
-0.132 -0.464 0.223
-0.033 0.009 -0.186
-0.145 0.072 0.156
0.050 -0.032 -0.081
0.023 -0.051 -0.057
0.197 0.270 -0.053
-0.116 -0.070 -0.053
-0.040 0.013 -0.038
0.016 -0.070 -0.083
-0.006 0.275 -0.096
0.123 0.127 0.025
-0.014 -0.104 0.092
0.053 -0.116 -0.046
-0.218 -0.034 0.018
0.128 0.260 0.044
-0.502 -0.045 -0.047
0.088 -0.156 0.016
-0.032 0.092 -0.195
0.040 -0.030 0.074
-0.003 -0.080 0.058
0.230 0.199 0.177
-0.059 -0.116 -0.048
0.020 -0.039 -0.017
-0.031 -0.078 0.071
0.255 0.008 -0.053
0.127 0.132 0.057
-0.138 0.040 -0.023
-0.053 -0.032 0.115
-0.068 -0.116 -0.204